[1]
Molecular formula: C3H3Cl2F
Method: DFT, wB97M-V/def2-TZVPD

Calculated values
* E: -1136.28646 Ha
* multiplicity: 1
* HOMO level: -9.905 eV
* SMILES: C=C(F)C(Cl)Cl
* energy above the lowest of the compared OMol25 structures with the same formula, charge and spin: 31.9 kcal per mole
* LUMO: 0.50 eV

Each line ends with the natural charge from an NBO analysis.
Atoms and positions in Å:
C -0.92 0.21 0.46  -0.24
C 0.52 0.28 0.18  0.35
C 1.00 -0.20 -1.03  -0.49
H -1.63 -0.13 -0.39  0.26
H 2.09 -0.46 -0.97  0.22
H 0.38 -0.71 -1.89  0.24
F 1.19 0.48 1.21  -0.28
Cl -1.20 -1.36 1.34  -0.02
Cl -1.43 1.89 1.09  -0.04

[2]
Molecular formula: C12H22F6N4O4P2S2
Method: DFT, wB97M-V/def2-TZVPD

Calculated values
* E: -3068.17904 Ha
* multiplicity: 1
* HOMO level: -8.777 eV
* LUMO: -0.80 eV

Each line ends with the natural charge from an NBO analysis.
Atoms and positions in Å:
C -0.17 -4.27 2.47  -0.24
C 0.20 -3.04 2.04  -0.08
C 0.48 -1.59 1.37  -0.51
C -0.73 -1.13 0.33  -0.10
P -2.24 -1.28 1.53  1.28
N -3.41 -0.22 1.24  -1.28
C -0.41 0.46 -0.02  -0.47
C -1.04 0.48 -1.56  -0.44
C -1.74 -0.98 -1.83  -0.29
N -0.81 -1.88 -1.01  -0.59
C 0.57 -2.08 -1.64  -0.09
N 0.56 -1.86 -3.14  -0.86
P -1.54 -3.52 -0.96  0.95
C -3.45 -3.47 -0.98  -0.98
C -1.08 -4.57 -2.49  -0.96
H -0.57 -5.34 2.74  0.29
H 1.54 -1.47 0.91  0.26
H 0.42 -0.82 2.25  0.28
H -1.70 -0.98 2.85  -0.01
H -2.64 -2.65 1.54  -0.03
H -3.15 0.34 0.41  0.36
H -0.98 1.23 0.70  0.35
H 0.71 0.68 -0.25  0.25
H -0.12 0.70 -2.23  0.21
H -1.75 1.38 -1.72  0.25
H -2.81 -0.80 -1.41  0.26
H -1.98 -1.30 -2.92  0.27
H 1.02 -3.12 -1.36  0.25
H 1.35 -1.30 -1.24  0.24
H 1.18 -1.04 -3.35  0.39
H 0.93 -2.70 -3.65  0.39
H -3.79 -4.33 -0.25  0.27
H -3.83 -3.74 -2.04  0.25
H -3.91 -2.49 -0.55  0.28
H 0.00 -4.98 -2.47  0.25
H -1.88 -5.40 -2.69  0.28
H -1.16 -3.85 -3.41  0.24
C 1.10 2.58 1.45  0.71
F -0.11 1.98 1.17  -0.35
F 1.37 2.29 2.75  -0.31
F 2.04 1.91 0.73  -0.33
S 1.10 4.37 1.12  2.22
O 0.07 4.90 1.99  -0.91
O 0.82 4.48 -0.30  -0.93
N 2.60 4.64 1.56  -1.19
S 3.01 6.17 1.41  2.21
O 2.40 7.10 2.34  -0.91
O 3.15 6.67 0.04  -0.92
C 4.73 6.00 2.00  0.71
F 5.46 5.13 1.24  -0.33
F 4.79 5.52 3.27  -0.32
F 5.41 7.17 2.01  -0.31

[3]
Molecular formula: C4H7OP
Method: DFT, wB97M-V/def2-TZVPD

Calculated values
* E: -573.03173 Ha
* multiplicity: 1
* HOMO level (spin up / spin down): -8.519 / -8.815 eV
* energy above the lowest of the compared OMol25 structures with the same formula, charge and spin: 102.6 kcal per mole
* LUMO (spin up / spin down): -1.22 / -0.18 eV

Each line ends with the natural charge from an NBO analysis.
Atoms and positions in Å:
C -1.39 -0.83 -0.30  -0.31
C -0.74 -1.87 -0.08  -0.10
C -0.92 0.58 0.20  -0.43
C 0.49 0.87 -0.30  -0.82
O 3.15 -0.04 -0.21  -0.97
P 1.84 -0.09 0.50  1.34
H -2.31 -0.92 -0.81  0.22
H -0.66 -2.89 -0.11  0.19
H -1.70 1.34 -0.14  0.23
H -0.98 0.41 1.30  0.23
H 0.69 0.70 -1.45  0.26
H 0.41 2.05 -0.26  0.26
H 2.10 0.69 1.66  -0.09

[4]
Molecular formula: C3H7N2O2
Method: DFT, wB97M-V/def2-TZVPD

Calculated values
* E: -378.35850 Ha
* multiplicity: 1
* HOMO level: -2.619 eV
* net charge: -1
* energy above the lowest of the compared OMol25 structures with the same formula, charge and spin: 137.8 kcal per mole
* LUMO: 2.23 eV

Each line ends with the natural charge from an NBO analysis.
Atoms and positions in Å:
O -0.72 -1.41 -1.37  -0.66
C -0.48 -0.42 -0.61  0.37
N 0.73 -0.44 0.05  -0.62
C 1.61 0.79 0.00  0.15
O 2.80 0.66 0.52  -0.90
C -1.90 -0.29 0.60  -0.14
N -2.01 0.94 1.02  -0.58
H -0.69 0.50 -1.16  0.18
H 0.97 1.53 0.57  0.07
H 1.60 1.17 -1.05  0.05
H -1.43 -0.88 1.36  0.24
H -2.71 -0.76 0.05  0.17
H 1.24 -1.24 -0.36  0.37
H -2.99 1.24 0.98  0.32

- multiplicity of number 1 (C3H3Cl2F)?
  1

- Among the records above, which one has the lowest E?
  C12H22F6N4O4P2S2